[1]
Entry from the OMol25 dataset: a single C2H5OP molecule at a distorted geometry (ωB97M-V with the def2-TZVPD basis set).

```
9
C2H5OP, DFT ωB97M-V with the def2-TZVPD basis set
O 0.059 2.024 0.622
C 0.301 1.122 -0.438
C 0.290 -0.244 -0.335
P 0.286 -2.151 0.716
H 0.877 2.585 0.658
H 0.445 1.383 -1.498
H 0.547 -0.629 -1.329
H -0.937 -2.753 0.024
H -0.394 -1.628 1.772
```

Output
- Frontier orbital gap: 9.84 eV
- F_max: 0.066 Eh/bohr
- Energy relative to the best compared isomer or geometry (same formula, charge and spin): 2.833 eV
- LUMO level: 0.63 eV
- SMILES: O/C=C\P
- Highest occupied orbital energy: -9.21 eV
- Total energy: -13488.0420 eV
- Molecular weight: 76.03 g mol⁻¹

Charges in e, computed with natural (NBO), in the same order as the atoms: -0.6998, 0.0616, -0.4381, 0.2586, 0.4793, 0.1832, 0.1794, 0.0014, -0.0256


[2]
Entry from the OMol25 dataset: 2 unconnected molecules or ions with the total composition C2H5OP at a distorted geometry (ωB97M-V with the def2-TZVPD basis set).

```
9
C2H5OP, DFT ωB97M-V with the def2-TZVPD basis set
C -0.008 0.219 -0.422
C 0.830 1.539 -0.116
O -0.650 -0.116 -1.367
P -0.415 -2.567 0.871
H -0.734 -2.849 -0.389
H -0.022 2.323 0.173
H 1.491 2.002 -0.830
H 1.287 1.400 0.873
H -1.779 -1.952 1.208
```

Output
- Frontier orbital gap (spin up / spin down): 7.45 / 8.24 eV
- F_max: 0.075 Eh/bohr
- Energy relative to the best compared isomer or geometry (same formula, charge and spin): 3.576 eV
- LUMO level (spin up / spin down): -0.72 / -0.16 eV
- Highest occupied orbital energy (spin up / spin down): -8.17 / -8.39 eV
- Total energy: -13487.2990 eV
- Molecular weight: 76.03 g mol⁻¹

Charges in e, computed with natural (NBO), in the same order as the atoms: 0.5537, -0.7507, -0.4889, 0.0482, -0.0662, 0.2486, 0.2463, 0.2397, -0.0307


[3]
Entry from the OMol25 dataset: a single C2H5OPS molecule at a distorted geometry (ωB97M-V with the def2-TZVPD basis set).

```
10
C2H5OPS, DFT ωB97M-V with the def2-TZVPD basis set
C 2.020 0.781 -0.632
C -0.503 -1.319 0.444
O -2.356 0.478 0.487
P -1.067 0.020 -0.435
S 0.987 1.005 0.621
H 2.985 0.377 -0.386
H 1.596 0.813 -1.534
H -1.114 -1.644 1.282
H 0.090 -1.976 -0.133
H -2.637 1.465 0.285
```

Output
- Frontier orbital gap (spin up / spin down): 7.29 / 7.30 eV
- F_max: 0.096 Eh/bohr
- Energy relative to the best compared isomer or geometry (same formula, charge and spin): 2.489 eV
- LUMO level (spin up / spin down): -0.37 / -0.37 eV
- Highest occupied orbital energy (spin up / spin down): -7.66 / -7.67 eV
- Total energy: -24323.7507 eV
- Molecular weight: 108.10 g mol⁻¹

Charges in e, computed with natural (NBO), in the same order as the atoms: -0.5835, -1.0112, -0.9898, 1.0417, 0.1786, 0.2111, 0.1867, 0.2384, 0.2234, 0.5044


[4]
Entry from the OMol25 dataset: 2 unconnected molecules or ions with the total composition C2H5OPS at a distorted geometry (ωB97M-V with the def2-TZVPD basis set).

```
10
C2H5OPS, DFT ωB97M-V with the def2-TZVPD basis set
P 1.060 0.630 0.598
C 0.946 -0.673 -0.711
S 0.152 -2.121 -0.011
H 2.373 0.349 0.779
H 1.320 1.496 -0.447
H 0.364 -2.956 -1.125
C -1.575 0.770 0.226
O -2.104 0.029 0.956
H -1.368 0.697 -0.830
H -1.168 1.779 0.564
```

Output
- Frontier orbital gap: 7.74 eV
- F_max: 0.077 Eh/bohr
- Energy relative to the best compared isomer or geometry (same formula, charge and spin): 4.875 eV
- LUMO level: -0.78 eV
- SMILES: [PH2]#CS.C=O
- Highest occupied orbital energy: -8.52 eV
- Total energy: -24321.3648 eV
- Molecular weight: 108.10 g mol⁻¹

Charges in e, computed with natural (NBO), in the same order as the atoms: 0.2140, -0.4505, 0.1017, 0.0223, -0.0097, 0.1368, 0.2617, -0.4918, 0.1184, 0.0971